Density functional theory data (ωB97M-V/def2-TZVPD) for a gas-phase ion, C6H18N4P2 (charge +2).

The geometry in ORCA input format:
```
! wB97M-V def2-TZVPD RIJCOSX def2/J DEFGRID3
* xyz 2 1
C -0.1681 -0.1358 -1.9812
C 2.3441 0.3121 0.5224
C -0.9668 -0.5870 -3.1558
C 2.7343 0.0494 2.0397
C -1.0204 -0.4493 1.4375
C 0.0335 -0.5349 0.3753
N -0.6166 -0.7343 -0.8490
N 0.9314 0.7031 0.3745
N -3.0299 -0.6438 -1.2257
N 0.7859 1.6386 1.4326
P -2.8236 -0.2057 -2.7649
P 1.7855 1.2327 3.1347
H 0.9219 -0.4612 -2.1506
H -0.1081 0.9703 -1.7640
H 2.8507 1.1870 0.2277
H 2.7467 -0.4999 -0.0309
H -0.8697 0.0311 -4.1253
H -0.8922 -1.6871 -3.3155
H 2.5400 -0.9735 2.3767
H 3.7550 0.2475 2.2309
H -0.7161 -0.6446 2.4165
H -1.6151 0.3640 1.3274
H -1.7339 -1.2214 1.2003
H 0.6631 -1.4367 0.6241
H -2.5760 -1.6190 -1.0058
H -3.8365 -0.3048 -0.7489
H 1.2152 2.4739 1.0164
H -0.2258 1.6986 1.5647
H -3.0688 1.1764 -2.6266
H 0.9601 0.0541 3.4429
*
```

Computed properties:
lowest unoccupied orbital energy	-9.71	eV
relative energy (zero: lowest compared OMol25 entry of this formula, charge and spin)	0.793	eV
orbital gap	5.60	eV
HOMO energy	-15.31	eV
strongest force on any atom	0.0828	Eh/bohr